1.
C5H18FO4PSi2 as an isolated structure in a non-equilibrium geometry. Source: the Open Molecules 2025 dataset; level of theory: the ωB97M-V functional and the def2-TZVPD basis.

Element x y z (Å)
C: -4.18097 -2.34975 -0.09504
P: -2.89259 -1.00609 0.12876
O: -1.48927 -1.86323 0.61590
Si: -3.46712 0.29310 1.86683
O: -2.04931 0.49772 2.81655
Si: -1.49106 2.09824 2.88780
F: -1.10214 2.73550 1.39712
H: -5.10871 -2.19285 0.48902
H: -3.72900 -3.32869 0.18828
H: -4.38889 -2.40971 -1.18310
H: -0.70682 -1.34500 0.38796
H: -4.43726 -0.48051 2.67978
H: -4.08230 1.54580 1.41998
H: -2.45674 2.96551 3.57165
H: -0.24466 2.07650 3.67654
C: 0.77454 0.94883 -1.39607
O: 1.27721 -0.25795 -0.83518
C: 2.02306 -1.02872 -1.77182
C: 3.51516 -0.90363 -1.52313
O: 3.98265 0.40380 -1.83043
C: 4.21135 1.18667 -0.67023
H: 0.35190 1.54491 -0.58702
H: 1.56469 1.52573 -1.88261
H: -0.01817 0.72243 -2.11600
H: 1.77538 -0.74427 -2.79821
H: 1.72911 -2.07339 -1.63057
H: 4.04085 -1.59479 -2.18918
H: 3.76114 -1.17585 -0.49252
H: 5.08658 0.81187 -0.12902
H: 3.34191 1.18787 -0.00809
H: 4.40949 2.20993 -0.98798

Cartesian forces (eV/Å) of the 6 atoms listed first:
C 0.503 -0.348 0.144
P 1.190 -0.224 -1.291
O -1.397 0.371 0.204
Si 0.578 -1.887 1.239
O -0.788 2.316 -1.274
Si 0.907 -0.809 -0.483

* molar mass: 248.34 g/mol
* strongest force on any atom: 2.76 eV/Å

=====

2.
The molecule C6H10N2O. Source: the Open Molecules 2025 dataset; level of theory: the ωB97M-V functional and the def2-TZVPD basis.

Element x y z (Å)
C: -0.09427 -2.33956 1.56227
C: -0.29455 -0.84623 1.33135
C: 0.52950 -0.36009 0.13586
O: 0.20354 -1.03677 -1.04078
C: 0.34276 1.18015 -0.03985
N: 1.28248 1.69739 -0.98803
C: 0.58985 2.17279 -1.95038
C: -0.83010 2.02575 -1.65525
N: -0.98169 1.46400 -0.51633
H: -0.31139 -2.89569 0.65366
H: -0.75106 -2.69164 2.35354
H: 0.93494 -2.54367 1.84765
H: 0.00209 -0.29009 2.22139
H: -1.34747 -0.63130 1.13357
H: 1.59659 -0.54256 0.29348
H: -0.74811 -0.95037 -1.18519
H: 0.50619 1.64372 0.93577
H: 1.03022 2.61215 -2.82605
H: -1.65952 2.33200 -2.26669

Cartesian forces (eV/Å) of the 6 atoms listed first:
C -0.105 0.208 0.008
C 0.258 -0.257 -0.285
C -0.139 0.541 0.533
O -0.177 -0.234 -0.468
C 0.151 -0.351 0.049
N 0.618 0.182 -0.406

* SMILES string: CC[C@@H](O)C1N=CC=N1
* molar mass: 126.16 g/mol
* strongest force on any atom: 0.77 eV/Å

=====

3.
The molecule C4H12N2Si in a non-equilibrium geometry. Source: the Open Molecules 2025 dataset; level of theory: the ωB97M-V functional and the def2-TZVPD basis.

Element x y z (Å)
C: -2.53906 0.35698 -0.49154
N: -1.49802 0.27542 0.46015
C: -0.94266 -1.04671 0.60965
C: 0.47994 -1.19219 -0.06155
N: 1.19333 0.05258 -0.03052
C: 2.60819 0.11310 -0.05687
Si: 0.20163 1.48980 0.27495
H: -2.28955 -0.07819 -1.51489
H: -3.49061 -0.00829 0.00186
H: -2.90167 1.42674 -0.68714
H: -1.48423 -1.87714 0.05044
H: -0.81494 -1.23686 1.71958
H: 1.15181 -1.86258 0.57837
H: 0.43971 -1.65606 -1.12274
H: 3.03519 -0.06810 -1.21398
H: 2.89422 1.22642 0.17653
H: 3.01021 -0.67529 0.46159
H: 0.45287 2.68102 -0.70368
H: 0.49363 2.07935 1.54980

Cartesian forces (eV/Å) of the 6 atoms listed first:
C -2.219 1.528 -1.143
N 3.258 2.578 -0.120
C 1.491 -1.284 -0.158
C 1.285 -1.282 0.174
N -2.074 2.336 0.270
C 0.158 3.091 -4.761

* SMILES string: CN1CCN(C)[SiH2]1
* molar mass: 116.24 g/mol
* strongest force on any atom: 5.68 eV/Å

=====

4.
C27H50BrCsN2O4SbSi3 as an isolated structure in a non-equilibrium geometry. Source: the Open Molecules 2025 dataset; level of theory: the ωB97M-V functional and the def2-TZVPD basis.

Element x y z (Å)
Cs: -1.63811 0.05525 -2.56485
O: -0.54362 -1.97579 -3.55801
C: 0.51722 -2.79145 -3.81432
C: 0.51958 -4.04956 -2.94554
C: 0.58887 -3.70823 -1.44493
C: 1.81714 -2.94285 -1.04388
C: 3.07881 -3.53963 -1.01312
C: 4.18666 -2.76756 -0.71525
C: 4.01084 -1.41556 -0.44890
C: 2.72092 -0.91090 -0.47433
N: 1.64939 -1.64743 -0.75712
H: -0.47585 -0.75464 -4.51635
H: 1.47896 -2.26703 -3.62313
H: 0.59389 -3.12065 -4.87488
H: 1.35120 -4.69650 -3.25062
H: -0.41209 -4.60127 -3.10965
H: 0.51284 -4.63165 -0.86042
H: -0.26648 -3.07359 -1.21286
H: 3.17647 -4.59512 -1.23556
H: 5.17585 -3.20863 -0.69297
H: 4.84799 -0.77034 -0.21850
H: 2.52920 0.13740 -0.25492
Br: 1.37132 3.17506 -0.80229
C: -0.47027 3.64619 -0.57524
C: -0.77020 4.71180 0.25375
C: -2.11042 5.06196 0.34837
C: -3.04588 4.33871 -0.36391
C: -2.63364 3.26239 -1.14370
N: -1.33573 2.93480 -1.25831
C: -3.66894 2.43909 -1.92930
O: -4.32911 3.10414 -2.73996
O: -3.71432 1.21733 -1.65947
H: 0.00819 5.24268 0.78097
H: -2.41325 5.89038 0.97715
H: -4.09688 4.59144 -0.34143
C: -2.02212 1.14361 -6.52186
C: -1.04690 -0.01561 -6.32724
C: -1.78081 -1.34509 -6.43882
C: 0.06091 0.04951 -7.38440
O: -0.46110 0.13323 -5.05487
H: -2.49573 1.12911 -7.50667
H: -1.48853 2.08961 -6.40967
H: -2.81036 1.11020 -5.76736
H: -2.22582 -1.45755 -7.43081
H: -2.57708 -1.41784 -5.69535
H: -1.09473 -2.17555 -6.26322
H: -0.34627 -0.00884 -8.39726
H: 0.75793 -0.77739 -7.23538
H: 0.61043 0.98611 -7.27693
C: 0.27954 -2.04535 5.03187
Si: 0.74715 -1.91709 3.20119
C: 2.59218 -2.26372 2.99864
C: -0.18875 -3.26151 2.28164
Sb: 0.20067 0.31862 2.11797
Si: -1.92501 0.84342 3.42948
C: -1.73945 1.02498 5.30331
C: -3.16347 -0.53139 3.08555
C: -2.59722 2.44625 2.73099
Si: 1.81449 1.75433 3.48239
C: 3.46035 1.76353 2.56842
C: 1.15767 3.52124 3.53620
C: 2.16539 1.18168 5.25389
H: 0.70333 -2.94822 5.48075
H: -0.80489 -2.10621 5.13934
H: 0.63796 -1.18746 5.59688
H: 2.86908 -3.18609 3.51661
H: 3.20802 -1.45692 3.40039
H: 2.83657 -2.38439 1.94153
H: 0.18159 -4.25309 2.55415
H: -0.05698 -3.12748 1.20459
H: -1.25925 -3.23234 2.49637
H: -1.60907 0.06014 5.79186
H: -2.62364 1.50366 5.73259
H: -0.87971 1.65074 5.54536
H: -2.80415 -1.49276 3.45984
H: -3.33664 -0.62112 2.01116
H: -4.12345 -0.32122 3.56429
H: -1.91363 3.27853 2.90190
H: -3.56384 2.70585 3.17105
H: -2.74187 2.34845 1.65270
H: 3.33679 2.23825 1.59254
H: 3.82715 0.74758 2.40711
H: 4.22287 2.31732 3.12214
H: 1.13790 3.93978 2.52767
H: 1.78627 4.16451 4.15727
H: 0.14384 3.54990 3.93748
H: 2.63945 0.19814 5.26266
H: 1.25025 1.12122 5.84186
H: 2.84205 1.87442 5.76165

Cartesian forces (eV/Å) of the 6 atoms listed first:
Cs 0.379 0.301 1.021
O 0.362 -0.789 -0.716
C 0.307 -0.007 -0.050
C 0.020 0.077 0.129
C -0.113 -0.132 -0.094
C -0.022 0.144 -0.123

* total charge: -1
* molar mass: 885.53 g/mol
* strongest force on any atom: 1.48 eV/Å

=====

Across the entries above, HOMO energy takes the values -0.29414; -0.38118; -0.29792; -0.18267 Eh, respectively.
Across the entries above, LUMO level takes the values 0.4; 0.3; 0.7; 2.2 eV, respectively.
Across the entries above, HOMO-LUMO gap takes the values 8.439; 10.676; 8.857; 7.163 eV, respectively.